Run 1
ORCA calculation (ωB97M-V/def2-TZVPD) on a molecular structure, C2H6N2.

The gap between HOMO and LUMO comes out at 9.27 eV. The net charge is 0.

Last column: natural (NBO) charge in e.
Geometry (Å):
C  -0.5583  1.4503  0.3813  -0.436
C  0.9026  -1.7827  -0.1816  -0.243
H  -0.6926  2.2824  -0.6457  0.196
H  0.5580  1.6680  1.0698  0.259
H  -1.7191  1.5304  1.1495  0.188
H  -0.9767  -0.1397  -1.0720  0.370
H  0.3606  -2.3634  -0.9439  0.161
H  1.8614  -2.2430  0.2778  0.192
N  -0.3602  0.1549  -0.2831  -0.476
N  0.6243  -0.5571  0.2479  -0.210


Run 2
ORCA calculation (ωB97M-V/def2-TZVPD) on C2H6N2 in the gas phase.

The gap between HOMO and LUMO comes out at 10.38 eV. The net charge is 0.

Last column: natural (NBO) charge in e.
Geometry (Å):
C  -1.1285  -0.0382  -0.8168  -0.447
N  0.1000  0.6941  -0.8240  -0.459
C  0.9688  0.5606  0.0708  0.276
N  0.9229  -0.1999  1.2517  -0.860
H  -1.2031  -0.8678  -0.1208  0.158
H  -1.3132  -0.4373  -1.8135  0.206
H  -1.9755  0.6275  -0.6278  0.205
H  1.8839  1.1154  -0.0040  0.161
H  0.0516  -0.6106  1.5427  0.378
H  1.6932  -0.8439  1.3416  0.381


Which is most stable, and by how much? run 2, by 0.1348 hartree.


Run 1
ORCA calculation (ωB97M-V/def2-TZVPD) on 2 unconnected molecules or ions with the total composition C6H16.

The gap between HOMO and LUMO comes out at 12.03 eV. The net charge is 0.

Last column: natural (NBO) charge in e.
Geometry (Å):
C  0.4062  -2.0881  0.7335  -0.621
C  -0.5834  -2.1926  1.8605  -0.391
C  -1.9462  -1.3443  1.5465  -0.620
H  0.0658  -2.1836  -0.3155  0.210
H  1.3209  -2.5709  1.0113  0.215
H  0.5742  -0.9689  0.6369  0.193
H  -0.7981  -3.2428  1.8844  0.195
H  -0.0817  -1.7999  2.7947  0.199
H  -1.5733  -0.3748  1.0790  0.202
H  -2.4777  -1.8251  0.6980  0.201
H  -2.6597  -1.3280  2.3783  0.217
C  0.1792  2.8499  -0.9188  -0.599
C  0.5634  1.8713  -2.0112  -0.417
C  1.3282  0.8144  -1.1995  -0.631
H  1.0977  3.5523  -0.6112  0.196
H  -0.5436  3.6945  -1.1751  0.202
H  -0.2353  2.2363  -0.1168  0.206
H  1.1495  2.2652  -2.9162  0.206
H  -0.4480  1.5861  -2.3541  0.205
H  0.8243  -0.0411  -0.9725  0.208
H  1.9089  1.1133  -0.3949  0.212
H  2.1917  0.4240  -1.6917  0.211


Run 2
ORCA calculation (ωB97M-V/def2-TZVPD) on 2 unconnected molecules or ions with the total composition C6H16.

The gap between HOMO and LUMO comes out at 11.31 eV. The net charge is 0.

Last column: natural (NBO) charge in e.
Geometry (Å):
C  -0.8279  0.3049  -1.1656  -0.635
C  -0.9169  -0.0301  0.3276  -0.203
C  -1.9057  1.0270  1.0177  -0.605
C  -1.5526  -1.5329  0.6545  -0.630
H  -0.6031  1.4003  -1.2607  0.215
H  -1.7996  -0.1809  -1.6033  0.212
H  0.0540  -0.1189  -1.5796  0.220
H  -0.0297  0.2281  0.9443  0.208
H  -1.2741  1.9205  0.8272  0.193
H  -2.8848  1.2153  0.5475  0.194
H  -2.2406  0.9119  1.9498  0.201
H  -0.8033  -2.2645  1.1970  0.210
H  -2.5155  -1.5174  1.2012  0.211
H  -1.6551  -1.8175  -0.4077  0.204
C  2.4182  -0.1975  -1.0707  -0.631
C  2.5523  0.4058  0.2874  -0.625
H  1.7565  -1.0546  -0.8608  0.213
H  2.1401  0.5312  -2.0128  0.213
H  3.3236  -0.7592  -1.3696  0.212
H  3.5088  0.7130  0.5418  0.205
H  2.4629  -0.4214  1.0371  0.207
H  1.9553  1.3508  0.5429  0.211


Run 3
ORCA calculation (ωB97M-V/def2-TZVPD) on 2 unconnected molecules or ions with the total composition C6H16.

The gap between HOMO and LUMO comes out at 11.31 eV. The net charge is 0.

Last column: natural (NBO) charge in e.
Geometry (Å):
C  1.8202  0.6109  0.6286  -0.595
C  1.0943  1.0007  -0.6974  -0.189
C  0.0693  2.0615  -0.6315  -0.620
C  1.9566  1.2677  -1.9001  -0.617
H  2.4077  -0.1838  0.4117  0.208
H  1.0211  0.1838  1.4144  0.199
H  2.2280  1.4945  1.1098  0.208
H  0.3676  -0.0125  -1.0696  0.162
H  -0.8601  1.7917  -0.9839  0.214
H  -0.0783  2.6746  0.3504  0.206
H  0.4380  2.7948  -1.3537  0.204
H  1.3530  1.4012  -2.7600  0.211
H  2.5927  2.1408  -1.7880  0.200
H  2.8099  0.5212  -2.1523  0.207
C  -1.9953  -1.9316  0.5416  -0.605
C  -2.2974  -2.5049  1.8384  -0.617
H  -2.2923  -2.6624  -0.2883  0.205
H  -2.5113  -0.9141  0.4458  0.194
H  -1.0346  -1.5923  0.4487  0.206
H  -3.3511  -2.2315  2.0706  0.209
H  -1.5395  -2.3150  2.6503  0.208
H  -2.1985  -3.5953  1.7144  0.201


Which is most stable, and by how much? run 1, by 0.0066 hartree.


Run 1
ORCA calculation (ωB97M-V/def2-TZVPD) on 2 unconnected molecules or ions with the total composition C6H16.

The gap between HOMO and LUMO comes out at 11.28 eV. The net charge is 0.

Last column: natural (NBO) charge in e.
Geometry (Å):
C  2.2006  1.0646  -1.3062  -0.613
C  0.6349  0.6392  -1.0381  -0.173
C  -0.2996  1.7974  -0.7946  -0.630
C  0.1409  -0.2376  -2.2177  -0.616
H  2.2301  1.6872  -2.1193  0.201
H  2.7742  0.1014  -1.3067  0.206
H  2.3507  1.4657  -0.3438  0.206
H  0.7049  -0.0239  0.0099  0.185
H  -0.0916  2.6895  -1.4390  0.198
H  -1.2432  1.4547  -0.9180  0.211
H  -0.0438  2.2791  0.1029  0.214
H  0.6914  -1.1694  -2.3504  0.220
H  -1.0282  -0.6195  -1.9678  0.180
H  -0.0571  0.4472  -3.0372  0.210
C  -1.0777  -1.1990  1.8361  -0.623
C  -1.3412  -1.9124  3.1990  -0.605
H  -1.9751  -1.3326  1.2051  0.202
H  -1.1612  -0.1297  2.1083  0.214
H  -0.2185  -1.6808  1.3414  0.213
H  -0.5739  -1.7414  3.9704  0.205
H  -1.6576  -2.9097  3.0360  0.202
H  -2.2489  -1.4306  3.6375  0.193


Run 2
ORCA calculation (ωB97M-V/def2-TZVPD) on 2 unconnected molecules or ions with the total composition C6H16.

The gap between HOMO and LUMO comes out at 12.07 eV. The net charge is 0.

Last column: natural (NBO) charge in e.
Geometry (Å):
C  2.4531  -0.9077  0.2458  -0.629
C  0.9641  -1.5138  0.4763  -0.413
C  0.3291  -2.5280  -0.4833  -0.600
H  2.5540  -0.3690  -0.7739  0.213
H  2.8114  -0.2719  1.0809  0.216
H  3.1736  -1.7846  0.4220  0.208
H  0.8786  -2.1381  1.4370  0.205
H  0.2689  -0.6757  0.4726  0.200
H  0.9324  -3.0491  -1.1199  0.204
H  -0.2502  -3.3782  0.0992  0.194
H  -0.4242  -2.1185  -1.0826  0.201
C  -0.4304  1.4975  -1.0895  -0.602
C  -1.4718  2.1705  -0.2946  -0.397
C  -1.9257  1.5598  1.0964  -0.609
H  0.4980  1.3994  -0.6932  0.204
H  -0.3506  1.8946  -2.1206  0.214
H  -0.6951  0.3828  -1.1843  0.186
H  -1.0184  3.1677  -0.0660  0.193
H  -2.3908  2.3922  -0.9046  0.199
H  -2.4373  0.6129  1.1122  0.206
H  -0.9713  1.3715  1.7168  0.196
H  -2.4977  2.2856  1.6534  0.211


Which is most stable, and by how much? run 2, by 0.0128 hartree.


Run 1
ORCA calculation (ωB97M-V/def2-TZVPD) on 2 unconnected molecules or ions with the total composition C6H16.

The gap between HOMO and LUMO comes out at 12.32 eV. The net charge is 0.

Last column: natural (NBO) charge in e.
Geometry (Å):
C  -0.4801  -2.0655  -1.2480  -0.605
C  -0.6952  -0.8317  -0.3938  -0.235
C  -1.5873  0.1365  -1.1733  -0.600
C  -1.3343  -1.1411  0.9467  -0.608
H  -1.4086  -2.6402  -1.3162  0.198
H  0.2336  -2.8370  -0.9439  0.210
H  -0.2100  -1.8456  -2.2819  0.206
H  0.2803  -0.3682  -0.2551  0.195
H  -2.4488  -0.4052  -1.5863  0.202
H  -1.9955  0.9130  -0.5355  0.207
H  -1.0648  0.6099  -2.0000  0.208
H  -0.9885  -2.0686  1.4198  0.208
H  -1.1078  -0.3659  1.6765  0.210
H  -2.4169  -1.2617  0.8868  0.205
C  1.3730  2.3084  0.6608  -0.602
C  2.5651  1.4490  1.1378  -0.604
H  1.0656  2.9756  1.4578  0.202
H  1.6229  2.8589  -0.2441  0.201
H  0.5415  1.6488  0.4157  0.198
H  2.9524  0.8786  0.2883  0.201
H  3.3189  2.0797  1.5953  0.204
H  2.1974  0.7393  1.8769  0.200


Run 2
ORCA calculation (ωB97M-V/def2-TZVPD) on 2 unconnected molecules or ions with the total composition C6H16.

The gap between HOMO and LUMO comes out at 12.36 eV. The net charge is 0.

Last column: natural (NBO) charge in e.
Geometry (Å):
C  -2.6571  -0.6189  -0.6911  -0.606
C  -1.8485  -0.3896  0.5870  -0.395
C  -2.4528  -1.1488  1.7694  -0.604
H  -2.9370  -1.6641  -0.8098  0.199
H  -3.5582  -0.0111  -0.7031  0.200
H  -2.1115  -0.3383  -1.5942  0.207
H  -1.6970  0.6818  0.7007  0.197
H  -0.8348  -0.7583  0.4153  0.188
H  -1.9753  -0.8352  2.6930  0.209
H  -2.3380  -2.2021  1.5627  0.205
H  -3.5088  -0.8636  1.8603  0.200
C  2.8423  -0.4441  -0.3659  -0.601
C  1.8973  0.6346  -0.9403  -0.398
C  2.2351  2.0342  -0.4533  -0.609
H  3.0262  -0.2111  0.6881  0.198
H  3.8176  -0.3964  -0.8404  0.199
H  2.4409  -1.4514  -0.4810  0.207
H  1.9407  0.5727  -2.0189  0.198
H  0.9040  0.3646  -0.6095  0.194
H  2.5993  2.0384  0.5853  0.200
H  3.0471  2.4877  -1.0276  0.203
H  1.3795  2.7079  -0.4828  0.209


Which is most stable, and by how much? run 1, by 0.0026 hartree.